Record 1
{
  "formula": "C25H30N6O3S",
  "method": "the ωB97M-V functional and the def2-TZVPD basis",
  "de_lowest_kj_mol": 44.2,
  "largest_force_ha_per_bohr": 0.025,
  "smiles": "CCOC(=O)Cn1nnnc1[C@H](C(C)C)N(Cc1cccs1)Cc1cc2cc(C)ccc2[nH]c1=O",
  "gap_ev": 8.437,
  "symbols": ["S", "O", "O", "O", "N", "N", "N", "N", "N", "N", "C", "C", "C", "C", "C", "C", "C", "C", "C", "C", "C", "C", "C", "C", "C", "C", "C", "C", "C", "C", "C", "C", "C", "C", "C", "H", "H", "H", "H", "H", "H", "H", "H", "H", "H", "H", "H", "H", "H", "H", "H", "H", "H", "H", "H", "H", "H", "H", "H", "H", "H", "H", "H", "H", "H"],
  "positions_angstrom": [[-0.03, -4.43, -0.24], [2.30, -2.46, 2.35], [-1.17, 0.46, 2.12], [2.81, -1.90, 0.24], [-1.16, -1.04, -0.47], [1.48, 0.54, 0.55], [-0.92, 2.66, 1.78], [1.93, 1.80, 0.57], [1.59, 2.35, -0.52], [0.92, 1.50, -1.29], [-1.27, -2.05, 0.57], [-1.12, 7.37, -1.36], [-0.79, -2.03, -3.15], [-0.97, -5.64, -1.02], [2.89, -3.76, 2.18], [-1.28, 1.41, 1.35], [-0.53, 5.04, 1.56], [-2.52, -3.99, -0.57], [1.70, -0.31, 1.68], [-1.08, 6.12, -0.54], [-0.59, 6.17, 0.78], [-0.96, 3.81, 1.04], [-1.51, 4.91, -1.04], [0.02, -0.83, -2.65], [-2.27, -5.26, -1.13], [-2.16, -0.01, -0.57], [1.42, -0.86, -3.26], [-1.41, -3.41, -0.04], [-1.86, 2.47, -0.77], [0.84, 0.37, -0.63], [-1.77, 1.34, -0.02], [2.34, -1.64, 1.31], [-1.46, 3.74, -0.28], [0.12, -0.86, -1.11], [4.40, -3.71, 2.36], [-0.11, 7.72, -1.55], [-0.14, 5.08, 2.56], [-0.25, 7.11, 1.18], [-1.61, 7.20, -2.31], [4.80, -4.72, 2.29], [0.73, -1.73, -0.84], [2.63, -4.13, 1.18], [-0.51, -6.54, -1.35], [2.42, -4.38, 2.94], [-0.91, -1.97, -4.23], [1.98, -1.72, -2.90], [-1.88, 4.85, -2.06], [-0.47, 0.10, -2.94], [0.75, -0.47, 2.22], [-2.14, -1.82, 1.18], [2.38, 0.23, 2.35], [4.65, -3.30, 3.34], [-3.49, -3.52, -0.55], [1.35, -0.93, -4.35], [-0.27, -2.95, -2.92], [-3.05, -0.36, -0.05], [-2.43, 0.13, -1.63], [1.97, 0.04, -3.01], [-0.40, -2.05, 1.23], [-1.65, 8.16, -0.82], [-0.55, 2.72, 2.72], [-1.77, -2.06, -2.68], [-2.21, 2.41, -1.79], [4.85, -3.10, 1.59], [-3.03, -5.87, -1.58]],
  "mulliken_charge": [-0.03, -0.31, -0.81, -0.56, 0.87, 1.13, 0.16, -0.65, -0.71, -0.19, -0.74, -1.54, -1.67, -0.57, -0.05, -0.10, -0.82, -0.54, -0.65, 0.77, -0.76, 0.07, -0.91, 0.34, -0.61, -1.70, -1.66, 0.34, -0.45, -0.64, 0.98, 0.58, 1.00, 0.29, -1.23, 0.32, 0.41, 0.42, 0.35, 0.40, 0.40, 0.17, 0.49, 0.36, 0.58, 0.35, 0.36, 0.28, 0.29, 0.76, 0.53, 0.31, 0.47, 0.46, 0.23, 0.59, 0.39, 0.37, 0.09, 0.37, 0.24, 0.28, 0.38, 0.32, 0.41]
}

Record 2
{
  "formula": "C25H31BGeN6PSe2Ti",
  "method": "the ωB97M-V functional and the def2-TZVPD basis",
  "de_lowest_kj_mol": 0.0,
  "multiplicity": 2,
  "largest_force_ha_per_bohr": 0.007,
  "gap_ev": [8.519, 8.807],
  "symbols": ["Se", "Se", "Ge", "Ti", "P", "N", "N", "N", "N", "N", "N", "C", "C", "C", "C", "C", "C", "C", "C", "C", "C", "C", "C", "C", "C", "C", "C", "C", "C", "C", "C", "C", "C", "C", "C", "C", "B", "H", "H", "H", "H", "H", "H", "H", "H", "H", "H", "H", "H", "H", "H", "H", "H", "H", "H", "H", "H", "H", "H", "H", "H", "H", "H", "H", "H", "H", "H", "H"],
  "positions_angstrom": [[0.32, -0.77, 2.16], [0.25, 2.32, 0.48], [-2.50, -1.21, -2.55], [0.36, -0.21, -0.49], [-0.06, 1.35, 2.40], [0.65, -2.24, -1.22], [1.75, -0.22, -3.25], [1.53, -2.50, -2.21], [3.34, -0.98, -1.48], [0.89, 0.47, -2.47], [2.70, -0.48, -0.40], [3.59, -0.42, 0.58], [2.91, 3.01, 5.47], [-3.42, -2.88, -2.05], [3.30, 2.78, 4.16], [1.84, 0.37, -4.45], [-1.73, 1.63, 3.04], [-3.76, 2.91, 3.12], [0.43, 1.48, -3.20], [4.63, -1.23, -1.17], [0.56, -4.43, -1.70], [2.39, 2.30, 3.23], [-4.28, 2.04, 4.06], [0.69, 2.29, 4.93], [-2.26, 0.75, 3.98], [1.60, 2.76, 5.86], [1.50, -3.81, -2.51], [-1.27, -1.66, -4.02], [-2.49, 2.71, 2.61], [1.08, 2.04, 3.62], [0.99, 1.47, -4.47], [0.06, -3.39, -0.91], [-1.72, -0.39, -0.97], [4.84, -0.88, 0.15], [-3.83, 0.03, -3.30], [-3.53, 0.95, 4.49], [2.52, -1.43, -2.69], [-0.34, 2.11, 5.24], [5.29, -1.64, -1.91], [-1.68, -0.12, 4.30], [-1.86, -1.85, -4.92], [3.23, -1.88, -3.55], [-3.74, -3.43, -2.94], [2.49, -0.03, -5.21], [0.29, -5.47, -1.69], [-2.78, -3.53, -1.47], [4.32, 2.98, 3.85], [-0.57, -0.85, -4.25], [5.75, -0.95, 0.71], [-0.30, 2.16, -2.77], [-2.09, 3.39, 1.87], [-5.28, 2.19, 4.45], [2.69, 2.16, 2.20], [-4.35, 3.75, 2.78], [-2.08, 0.65, -0.94], [0.82, 2.15, -5.28], [-4.40, -0.43, -4.11], [-0.70, -2.56, -3.80], [-0.70, -3.41, -0.15], [3.63, 3.38, 6.19], [-4.52, 0.36, -2.53], [-3.94, 0.26, 5.22], [1.29, 2.95, 6.87], [-2.17, -0.88, -0.09], [-3.33, 0.91, -3.71], [2.15, -4.20, -3.27], [3.29, -0.07, 1.55], [-4.31, -2.65, -1.45]],
  "mulliken_charge": [-0.44, -0.45, 0.58, 0.25, 0.81, 0.72, 0.03, 0.01, -0.20, 0.62, 0.60, -0.33, -0.47, -1.21, -0.82, -0.27, 0.49, -0.66, -0.51, -0.12, -1.16, -0.44, -0.42, -0.46, -0.43, -0.66, -0.28, -0.95, -0.43, 0.72, -1.13, -0.70, -1.17, -1.31, -1.33, -0.69, 0.13, 0.34, 0.47, 0.38, 0.52, -0.13, 0.37, 0.44, 0.43, 0.33, 0.41, 0.15, 0.42, 0.47, 0.35, 0.39, 0.38, 0.40, 0.54, 0.43, 0.39, 0.24, 0.60, 0.38, 0.36, 0.40, 0.40, 0.59, 0.37, 0.45, 0.43, 0.37]
}